A molecular structure, C13H11ILuO2 at a distorted geometry. Source: OMol25; level of theory: ωB97M-V/def2-TZVPD.

Results
net charge	+3
orbital gap	0.10567	hartree
highest occupied orbital energy	-18.5	eV
2S+1	1
strongest force on any atom	0.0709	Eh/bohr
electronic energy	-2184.1924	Ha

Cartesian coordinates (Å):
C (3.74196, 0.74835, -0.84020)
C (2.87592, -0.14940, 0.15906)
C (2.11335, -1.25934, -0.72014)
I (2.83979, -3.26562, -0.40787)
C (0.58649, -1.16436, -0.35371)
C (0.10430, -1.55111, 0.87525)
C (-1.40411, -1.41756, 1.27574)
O (-1.95327, -2.22303, 1.98633)
C (-2.11148, -0.17050, 0.66525)
C (-3.18415, 0.56231, 1.32728)
C (-3.80652, 1.74773, 0.71370)
C (-3.25626, 2.17405, -0.62392)
C (-2.17959, 1.43853, -1.33364)
C (-1.60504, 0.25981, -0.71484)
C (-0.48348, -0.60639, -1.38519)
O (-0.44978, -0.85798, -2.54534)
H (4.15605, 0.12380, -1.67355)
H (3.08094, 1.57749, -1.22343)
H (4.60968, 1.24122, -0.33395)
H (3.49125, -0.61018, 0.97931)
H (2.14860, 0.57147, 0.64360)
H (2.21840, -0.92400, -1.78734)
H (0.86655, -1.95106, 1.62851)
H (-3.59129, 0.25477, 2.31894)
H (-4.63809, 2.28501, 1.22845)
H (-3.70572, 3.09338, -1.07348)
H (-1.78042, 1.75913, -2.32149)
Lu (1.31592, -1.68653, 3.53663)

Atoms 1-6, force components in eV/Å:
C 0.0 0.1 0.5
C 0.4 0.8 -0.6
C -1.5 1.8 0.4
I -0.3 0.7 0.2
C 0.7 -0.7 0.9
C -0.9 1.4 -0.5